Entry 1:
119
Properties=species:S:1:pos:R:3:lowdin_charge:R:1 method="wB97M-V/def2-TZVPD" charge=-1 e_lumo_ev=2.0 e_homo_ev=-5.42 de_lowest_kj_mol=0.0
Cl -8.70587 -0.13365 -15.79269 0.536
O -8.06259 0.98842 -16.37094 -0.377
O -10.11262 -0.00381 -15.91768 -0.395
O -8.38726 -1.28909 -16.51220 -0.378
O -8.39333 -0.27298 -14.40787 -0.387
C -17.86924 -2.01981 -20.15683 -0.081
C -17.19552 -0.91083 -19.18697 -0.203
O -17.95915 -0.94534 -17.88556 -0.124
H -18.04602 -3.04152 -19.82075 0.062
H -17.48732 -2.09602 -21.17489 0.057
H -18.91578 -1.72872 -20.24691 0.048
H -17.27056 0.12054 -19.53157 0.093
H -16.13574 -1.05727 -18.97837 0.098
H -18.88175 -0.92618 -18.15020 0.050
C -12.85751 0.78312 -23.61946 -0.109
C -11.69513 0.19011 -22.87371 -0.329
O -10.97529 1.20981 -22.18250 -0.078
H -13.53116 1.34058 -22.96867 0.074
H -13.20814 -0.02416 -24.26247 0.072
H -12.67455 1.64490 -24.26131 0.067
H -10.93562 -0.20808 -23.54653 0.105
H -12.06274 -0.62999 -22.25696 0.113
H -10.88740 0.95476 -21.26119 0.085
C 1.31583 -2.33126 -7.98475 -0.152
O 0.92954 -1.16297 -7.33360 -0.167
C -0.46632 -0.99542 -7.54937 -0.212
C -1.05143 0.34081 -6.97493 -0.172
N -2.52740 0.52901 -7.02797 -0.085
C -3.24293 0.06381 -8.21968 -0.196
C -2.78390 0.87482 -9.47806 -0.209
O -3.39696 2.15370 -9.45702 -0.181
C -3.43298 2.81409 -10.71354 -0.118
H 2.38325 -2.49597 -7.83784 0.085
H 1.20861 -2.15640 -9.05527 0.089
H 0.94500 -3.31515 -7.69742 0.090
H -0.98776 -1.76657 -6.98232 0.121
H -0.67351 -1.21740 -8.59623 0.107
H -0.67968 1.22476 -7.49313 0.098
H -0.70271 0.55072 -5.96378 0.110
H -2.93139 1.44227 -6.87680 0.101
H -4.31768 0.00193 -8.04890 0.116
H -3.04211 -1.00318 -8.31609 0.099
H -3.02555 0.30956 -10.37816 0.120
H -1.70094 0.96744 -9.39615 0.103
H -4.41197 2.66091 -11.16767 0.085
H -2.66723 2.68944 -11.47916 0.090
H -3.59556 3.88302 -10.57552 0.077
C -5.15813 -6.93659 -11.20791 -0.088
O -4.92220 -7.80061 -10.06917 -0.220
C -5.99158 -8.69065 -9.59939 -0.190
C -6.10381 -8.62219 -8.05786 -0.222
N -6.99890 -9.61312 -7.52478 -0.083
C -6.46655 -10.97047 -7.71191 -0.178
C -7.00594 -12.03575 -6.67206 -0.252
O -8.28185 -12.46578 -6.74234 -0.169
C -9.26904 -11.59103 -6.36306 -0.124
H -4.17650 -6.60771 -11.54895 0.086
H -5.75638 -6.07531 -10.91058 0.079
H -5.79007 -7.42378 -11.95047 0.079
H -5.83598 -9.70131 -9.97682 0.102
H -6.91620 -8.39410 -10.09459 0.115
H -6.45348 -7.60177 -7.90109 0.121
H -5.08242 -8.69284 -7.68386 0.111
H -7.17499 -9.52972 -6.53375 0.102
H -5.41249 -10.88241 -7.44866 0.110
H -6.60930 -11.28011 -8.74721 0.112
H -6.64896 -11.89075 -5.65243 0.123
H -6.40932 -12.87747 -7.02371 0.117
H -10.22175 -12.10872 -6.47460 0.088
H -9.33554 -10.80359 -7.11381 0.087
H -9.16175 -11.29813 -5.31865 0.093
C -13.66861 13.63387 -22.99030 -0.069
O -12.37437 13.26021 -22.38427 -0.179
C -12.01311 14.35436 -21.55339 -0.291
C -10.61557 14.15623 -21.22001 -0.231
N -10.49314 12.99417 -20.30041 -0.041
C -9.07642 12.69080 -20.11313 -0.200
C -9.06617 11.42252 -19.26028 -0.321
O -9.76542 10.37779 -19.72220 -0.167
C -9.56251 9.18116 -18.93566 -0.067
H -13.48430 14.31325 -23.82252 0.077
H -14.20298 14.15922 -22.19875 0.078
H -14.09741 12.73094 -23.42499 0.085
H -12.64090 14.42176 -20.66489 0.126
H -12.07630 15.27503 -22.13344 0.120
H -10.19175 15.02837 -20.72215 0.114
H -10.02052 14.06378 -22.12856 0.128
H -10.88174 13.23120 -19.39879 0.112
H -8.57205 13.51654 -19.61128 0.111
H -8.49885 12.52201 -21.02198 0.122
H -9.60480 11.55235 -18.32160 0.119
H -8.01015 11.27911 -19.03147 0.119
H -8.50760 8.94708 -19.07871 0.085
H -10.20427 8.32283 -19.13441 0.091
H -9.64433 9.34772 -17.86157 0.080
C -11.86963 3.51987 -10.92906 -0.119
O -12.42763 2.34050 -10.32297 -0.190
C -11.54349 1.79653 -9.27655 -0.192
C -11.99860 0.36706 -9.05562 -0.222
N -12.46090 -0.33625 -10.27497 -0.048
C -12.92961 -1.67357 -9.90949 -0.217
C -12.94882 -2.62833 -11.07290 -0.251
O -13.60288 -2.14658 -12.21406 -0.156
C -13.74205 -3.08634 -13.23800 -0.123
H -11.63510 4.29088 -10.19514 0.069
H -12.60137 4.02615 -11.55861 0.079
H -10.96236 3.40708 -11.52255 0.086
H -11.77760 2.37796 -8.38479 0.114
H -10.47917 1.74813 -9.50672 0.118
H -12.80377 0.43573 -8.32412 0.115
H -11.11756 -0.16346 -8.69450 0.108
H -11.60093 -0.50985 -10.77538 0.117
H -13.80713 -1.63655 -9.26398 0.120
H -12.06855 -2.01244 -9.33344 0.101
H -13.30070 -3.61505 -10.77178 0.116
H -11.91024 -2.88696 -11.27919 0.120
H -14.27406 -3.98743 -12.93289 0.078
H -12.77007 -3.40554 -13.61411 0.090
H -14.26239 -2.68203 -14.10626 0.089

=====

Entry 2:
13
Properties=species:S:1:pos:R:3:nbo_charge:R:1 method="wB97M-V/def2-TZVPD" smiles=C1[C@H]2[C@@H]1N1C[C@@H]21 e_lumo_ev=1.2 e_homo_ev=-8.85 de_lowest_kj_mol=368.4
C 0.37780 -1.10931 0.87755 -0.439
C 0.64131 -0.73206 -0.53490 -0.250
C -0.78747 -0.78405 -0.02710 -0.070
N -1.08427 0.61133 -0.49330 -0.376
C -0.27119 1.58710 0.21685 -0.268
C 0.35328 0.74688 -0.83421 -0.093
H 0.75066 -0.57594 1.74779 0.211
H 0.40607 -2.19491 0.99100 0.226
H 1.20266 -1.34152 -1.23632 0.224
H -1.61720 -1.47818 -0.09516 0.214
H -0.10874 1.49180 1.28684 0.201
H -0.51660 2.59643 -0.11490 0.214
H 0.65369 1.18244 -1.78413 0.206

=====

Entry 3:
16
Properties=species:S:1:pos:R:3:nbo_charge:R:1 method="wB97M-V/def2-TZVPD" smiles="C[C@]1(Cl)C=NC=CC1" e_lumo_ev=0.4 e_homo_ev=-9.14 de_lowest_kj_mol=66.0
C 1.50616 -0.88796 -1.06036 -0.201
C 1.71946 -1.73405 -0.05090 -0.052
C -0.06252 -1.09723 1.27685 0.102
C 0.37879 0.06750 -1.10236 -0.416
C -0.78769 -0.31776 0.23011 -0.050
C -1.44633 0.93944 0.73805 -0.636
N 1.00953 -1.75084 1.13497 -0.406
Cl -2.01007 -1.41842 -0.49086 -0.052
H 2.18738 -0.85453 -1.89939 0.212
H 2.54558 -2.43033 -0.06090 0.201
H -0.52974 -1.12538 2.25719 0.179
H 0.70027 1.09749 -0.96711 0.215
H -0.20160 -0.02210 -2.01574 0.233
H -2.06923 1.38662 -0.03178 0.230
H -0.68711 1.65559 1.04537 0.222
H -2.07081 0.71324 1.60200 0.220

=====

Entry 4:
11
Properties=species:S:1:pos:R:3:nbo_charge:R:1 method="wB97M-V/def2-TZVPD" e_lumo_ev=0.3 e_homo_ev=-8.90 de_lowest_kj_mol=387.3
O 0.03314 2.04773 -0.39165 -0.645
C 0.16177 0.80793 -0.79120 0.250
C -0.96377 -0.09255 -0.30499 -0.387
N -0.20064 -1.26974 0.08282 -0.659
C 1.03905 -0.86592 0.60675 0.533
O 2.06372 -1.49235 0.60343 -0.534
H 0.84200 2.48770 -0.70268 0.506
H 0.96555 0.12780 1.10434 0.103
H -1.64966 0.29334 0.46610 0.187
H -1.55063 -0.30058 -1.21282 0.242
H -0.65900 -2.02203 0.57700 0.404